ORCA calculation (wB97M-V/def2-TZVPD) on a cluster of 2 separate species, C3H8N2O2 in total.

The total energy comes out at -10315.632 eV. As for the energy above the lowest of the compared OMol25 structures with the same formula, charge and spin: 30.4 kcal per mole. For the HOMO-LUMO gap, the calculation gives 10.546 eV. The HOMO energy is -9.9 eV.

The geometry in ORCA input format:
```
! wB97M-V def2-TZVPD RIJCOSX def2/J DEFGRID3
* xyz 0 1
N 2.10 1.20 1.16
C -0.02 0.79 -0.53
O 0.31 1.80 -1.05
N 0.23 -0.55 -0.97
C -1.03 -1.20 -0.60
C -1.36 -0.57 0.75
O -0.82 0.75 0.60
H 1.87 2.04 0.63
H 2.53 0.55 0.51
H 1.00 -0.94 -0.44
H -0.96 -2.28 -0.62
H -1.77 -0.87 -1.34
H -0.88 -1.10 1.59
H -2.43 -0.48 0.95
H 1.21 0.82 1.47
*
```

Atomic partial charges in e from the natural (NBO) method, atoms 1 to 6: N -1.07; C 0.89; O -0.54; N -0.67; C -0.26; C -0.09